1.
DFT (ωB97M-V/def2-TZVPD) results for a molecular structure, C4H3N3O2 at a distorted geometry.

```
12
Properties=species:S:1:pos:R:3:forces:R:3:mulliken_charge:R:1
C 0.68359 -0.94544 0.70315 -0.7 -2.4 -1.0 0.6379
C 0.15370 0.97202 1.15543 -1.3 0.8 1.9 -0.0180
C -0.34004 1.20000 -0.35533 -0.9 3.2 0.8 0.6125
C -0.35475 0.29888 -1.50174 0.6 -2.9 -1.4 -0.2015
H -0.13211 -2.67898 0.34178 -0.3 1.7 1.5 0.3741
H -0.26917 1.84251 1.76597 1.0 -1.0 -0.8 0.3374
H -1.10036 0.38245 -2.31345 0.6 0.6 0.6 0.3980
N 0.63519 -0.06607 1.80096 0.0 2.8 -2.6 -0.4283
N 0.47705 -0.68780 -1.63886 -0.4 0.3 1.7 -0.3471
N 1.26403 -0.69767 -0.42133 -0.6 0.2 0.9 -0.4141
O -0.21152 -1.94496 1.05098 1.2 -1.1 -2.8 -0.4669
O -0.80561 2.32507 -0.58754 0.9 -2.0 1.1 -0.4840
```
Positions in Å, forces in eV/Å.

Computed properties:
maximum force = 0.073 Eh/bohr
total charge = 0
LUMO energy = -1.58 eV
DFT total energy = -468.81485 Ha

2.
DFT (ωB97M-V/def2-TZVPD) results for a single C4H3N3OS molecule at a distorted geometry.

```
12
Properties=species:S:1:pos:R:3:forces:R:3:mulliken_charge:R:1
C -0.00248 -0.38728 -1.68329 2.2 -2.3 -1.6 0.6611
C 0.08420 1.45955 -0.04402 2.2 -2.2 -1.6 -0.0086
C -0.71407 -1.03396 0.68446 -0.7 2.1 -1.7 0.6873
C -0.61517 0.55286 -0.87760 0.9 -1.3 2.8 -1.0279
N 0.59213 -1.22998 -2.22858 -0.9 1.1 0.4 -0.5050
N 1.28919 1.36779 0.40813 0.3 0.5 1.2 -0.4603
N 0.50763 -1.04958 1.06313 2.0 -0.1 0.6 -0.3572
O -1.79240 -1.37846 0.93958 -0.6 -0.6 0.2 -0.4016
S 2.00251 -0.06224 0.67752 -1.4 -1.0 -0.5 0.1210
H -0.35480 2.32602 0.20311 -1.8 3.3 0.4 0.4950
H -1.55846 0.81812 -1.15277 -2.6 0.7 -0.5 0.4751
H 0.56172 -1.38282 2.01032 0.4 -0.3 0.4 0.3211
```
Positions in Å, forces in eV/Å.

Computed properties:
maximum force = 0.074 Eh/bohr
total charge = 0
LUMO energy (spin up / spin down) = -0.40 / -0.40 eV
DFT total energy = -791.78844 Ha

Question: Look up the DFT total energy of the first one.
Answer: -468.81485 Ha